{"formula": "C56H38BrN2O32", "method": "wB97M-V/def2-TZVPD", "species": ["Br", "O", "O", "O", "O", "O", "O", "O", "O", "O", "O", "O", "O", "O", "O", "O", "O", "O", "O", "O", "O", "O", "O", "O", "O", "O", "O", "O", "O", "O", "O", "O", "O", "N", "N", "C", "C", "C", "C", "C", "C", "C", "C", "C", "C", "C", "C", "C", "C", "C", "C", "C", "C", "C", "C", "C", "C", "C", "C", "C", "C", "C", "C", "C", "C", "C", "C", "C", "C", "C", "C", "C", "C", "C", "C", "C", "C", "C", "C", "C", "C", "C", "C", "C", "C", "C", "C", "C", "C", "C", "C", "H", "H", "H", "H", "H", "H", "H", "H", "H", "H", "H", "H", "H", "H", "H", "H", "H", "H", "H", "H", "H", "H", "H", "H", "H", "H", "H", "H", "H", "H", "H", "H", "H", "H", "H", "H", "H", "H"], "xyz": [[-2.955, 2.152, 1.905], [5.297, -2.911, 5.121], [7.609, -4.053, 4.564], [5.451, -0.956, 0.862], [-5.098, 3.928, -4.440], [3.589, 0.835, -6.638], [-2.713, -9.686, -2.880], [1.683, -0.955, -7.152], [7.732, -2.159, 0.269], [-2.870, 5.705, 3.684], [6.418, -1.163, -4.006], [1.559, -1.349, 6.349], [-9.533, -0.300, -4.474], [-3.181, -0.358, -4.600], [0.740, 3.371, -3.916], [-4.799, -5.532, -3.473], [-5.514, -3.267, -2.216], [-3.979, 4.466, -2.107], [-8.012, -3.526, -1.422], [7.638, -0.542, -1.737], [-0.894, -8.445, -1.415], [-1.638, 3.146, 7.405], [6.611, 4.008, -2.199], [3.137, -3.529, 10.897], [-7.029, -0.092, -5.317], [-2.895, -4.254, -2.030], [-2.124, 0.172, -2.209], [4.758, -3.735, 8.814], [5.302, 3.375, -4.404], [-4.014, 3.683, 8.436], [-5.237, 6.324, 4.753], [-0.026, -1.078, 8.444], [-1.109, 1.561, -4.344], [0.181, 4.192, 0.580], [-0.568, 2.210, 0.313], [7.785, -3.172, 2.383], [-6.150, -1.667, -3.802], [1.287, 6.432, 0.195], [1.113, -1.745, 8.606], [-7.213, -0.884, -4.412], [-4.189, 1.757, -4.639], [-3.794, 4.184, 7.354], [-6.437, -2.524, -2.816], [-4.737, 5.037, 6.646], [1.478, -2.285, 9.775], [-3.426, 0.827, -4.049], [-2.796, 1.059, -2.711], [-3.757, 3.277, -2.648], [3.730, 2.775, 0.524], [0.401, 3.046, -0.052], [-2.152, 4.409, 5.504], [1.545, 2.827, -0.966], [-3.909, -6.228, -3.024], [0.904, 5.345, 0.502], [1.394, 0.063, -6.361], [-2.819, -5.575, -2.204], [-7.837, -2.716, -2.311], [6.598, 2.734, -2.571], [7.138, 0.394, -2.336], [3.609, -3.088, 8.653], [-0.055, 1.356, -4.925], [-4.418, 5.537, 5.445], [2.757, 2.771, -0.170], [7.199, 1.766, -1.869], [3.241, -2.550, 7.483], [-3.835, -7.663, -3.244], [7.209, -2.381, 1.464], [-3.005, 2.337, -2.064], [5.850, 2.443, -3.842], [1.051, 2.348, -4.718], [-0.970, 4.098, 1.381], [-1.408, 2.866, 1.169], [2.252, 2.203, -5.282], [5.813, 1.075, -4.326], [-2.462, 3.908, 6.709], [7.149, -3.365, 3.673], [5.908, -1.674, 1.734], [-2.833, -8.376, -2.713], [-8.612, -1.057, -3.891], [6.418, 0.106, -3.624], [2.510, 1.045, -6.128], [-4.415, 3.036, -3.981], [-3.100, 5.239, 4.792], [5.261, -1.885, 3.018], [-1.764, -7.733, -1.879], [5.837, -2.677, 3.929], [-8.897, -1.919, -2.906], [0.189, 0.220, -5.789], [1.971, -1.855, 7.378], [-1.821, -6.295, -1.674], [2.742, -3.001, 9.877], [-2.610, -0.837, -3.970], [6.108, 4.493, -2.881], [-2.527, 2.479, -1.110], [2.612, -0.840, -7.430], [6.920, -1.656, -3.329], [-5.684, 5.244, 7.124], [-1.910, -9.950, -2.393], [5.914, -3.513, 5.585], [-5.147, -1.525, -4.175], [-0.041, -0.802, 7.508], [-5.990, -3.802, -1.550], [-2.106, 2.920, 8.233], [7.735, 1.962, -0.950], [4.319, -1.386, 3.196], [5.281, 0.884, -5.250], [8.720, -3.682, 2.203], [1.628, 7.393, -0.081], [0.868, -2.214, 10.664], [1.410, 1.906, -1.523], [-0.188, 3.213, -3.653], [3.862, -2.613, 6.597], [-4.654, 1.597, -5.602], [3.061, 2.908, -5.133], [7.117, -1.548, -0.192], [-1.035, -5.844, -1.084], [-0.621, -0.480, -5.942], [-9.068, 0.225, -5.152], [4.779, -4.026, 9.746], [-1.200, 4.219, 5.028], [4.434, 2.926, 1.297], [1.625, 3.643, -1.673], [-4.558, 4.944, -2.734], [-4.611, -8.117, -3.845], [-4.774, 6.548, 3.926], [-9.899, -2.053, -2.525], [-1.395, 4.868, 1.997], [-3.701, -3.921, -2.476], [-0.663, 1.258, -0.017]], "forces_ev_per_angstrom": [[0.1, -0.3, -0.1], [0.4, -0.2, -0.1], [-0.2, 0.0, 0.2], [0.1, 0.0, -0.2], [0.0, 0.3, 0.2], [-0.1, -0.4, -0.3], [0.2, 0.1, 0.1], [0.2, 0.2, 0.1], [-0.5, 0.0, 0.3], [-0.3, 0.1, -0.1], [0.1, 0.0, 0.2], [-0.2, 0.1, 0.0], [0.2, 0.0, -0.1], [0.1, -0.1, 0.2], [-0.2, -0.1, 0.1], [0.2, 0.1, 0.0], [-0.3, 0.3, 0.4], [-0.1, 0.0, -0.2], [0.2, -0.1, 0.1], [-0.2, 0.0, -0.4], [0.0, -0.2, -0.1], [-0.2, 0.0, 0.1], [-0.1, 0.0, -0.1], [0.2, -0.1, 0.0], [-0.2, 0.1, 0.0], [-0.2, -0.2, -0.3], [0.0, -0.2, 0.1], [-0.1, 0.0, 0.2], [0.0, 0.2, 0.2], [0.2, -0.1, 0.1], [0.2, -0.1, -0.1], [0.1, 0.0, -0.2], [0.8, 0.5, -0.2], [-0.3, 0.8, 1.2], [0.5, -0.1, -0.4], [0.0, -0.1, 0.2], [0.0, 0.1, -0.1], [0.1, -0.2, 0.2], [-0.1, 0.0, 0.3], [0.4, -0.2, 0.1], [-0.2, 0.2, 0.1], [-0.4, 0.3, -0.1], [0.3, 0.1, -0.3], [0.0, -0.1, 0.1], [0.1, -0.1, 0.1], [-0.6, 0.0, -0.3], [-0.1, 0.1, 0.4], [0.1, 0.0, 0.3], [-0.6, 0.3, 0.2], [0.1, 0.1, -0.2], [0.0, 0.1, -0.2], [0.2, -0.5, 0.1], [0.0, -0.3, -0.1], [-0.2, 0.0, -0.9], [-0.3, -0.2, -0.1], [0.2, 0.2, 0.1], [-0.5, 0.2, -0.1], [0.2, 0.1, 0.3], [0.1, 0.4, 0.3], [0.2, 0.0, -0.3], [0.2, -0.5, -0.5], [-0.3, 0.1, 0.1], [0.5, -0.1, 0.1], [0.1, -0.2, 0.1], [-0.1, 0.1, -0.2], [-0.1, 0.1, 0.0], [0.3, -0.2, 0.0], [0.1, -0.1, 0.0], [-0.1, -0.4, -0.3], [0.2, 0.1, 0.0], [0.7, 0.3, -0.5], [-1.5, -1.0, 0.9], [0.2, 0.0, 0.0], [-0.1, 0.2, -0.1], [0.3, 0.0, -0.2], [0.4, -0.1, -0.4], [-0.3, 0.0, 0.4], [-0.3, -0.1, -0.2], [-0.3, -0.1, 0.2], [-0.1, 0.0, -0.3], [0.1, 0.5, 0.3], [0.0, -0.6, -0.4], [0.5, -0.3, 0.1], [-0.1, 0.2, -0.2], [0.1, 0.4, 0.1], [-0.4, 0.2, 0.0], [0.0, -0.1, 0.1], [-0.2, 0.1, 0.2], [0.4, -0.2, -0.1], [0.1, -0.1, 0.0], [-0.4, 0.2, 0.2], [0.0, 0.0, 0.0], [0.0, 0.0, 0.0], [-0.2, 0.1, 0.0], [0.0, -0.1, 0.0], [0.0, -0.1, 0.0], [0.0, 0.0, 0.0], [0.0, 0.0, 0.0], [0.0, 0.0, 0.0], [0.0, 0.0, 0.0], [0.0, 0.0, -0.1], [0.0, -0.1, 0.0], [0.0, 0.0, 0.0], [0.0, 0.0, 0.0], [0.0, 0.0, 0.0], [0.1, 0.0, 0.1], [0.0, 0.0, 0.0], [0.3, 0.3, 0.1], [0.0, 0.0, 0.0], [-0.1, -0.1, -0.2], [-0.1, 0.1, -0.1], [-0.2, 0.0, 0.2], [0.0, 0.0, 0.0], [0.0, 0.0, 0.0], [0.4, 0.0, -0.1], [0.0, 0.0, 0.0], [0.0, 0.0, -0.1], [0.0, 0.0, 0.0], [0.0, 0.0, 0.0], [0.0, 0.0, 0.1], [0.6, -0.2, 0.0], [-0.2, 0.2, -0.3], [0.0, 0.0, 0.0], [0.0, 0.0, 0.0], [0.0, 0.0, 0.0], [0.0, 0.0, 0.0], [0.2, 0.4, 0.0], [0.0, -0.2, 0.1], [-0.2, -0.1, -0.1]], "mulliken_charge": [-0.03, -0.39, -0.62, -0.57, -0.63, -0.66, -0.56, -0.57, -0.51, -0.67, -0.58, -0.66, -0.56, -0.63, -0.65, -0.54, -0.41, -0.60, -0.63, -0.76, -0.61, -0.56, -0.60, -0.61, -0.65, -0.48, -0.78, -0.56, -0.69, -0.59, -0.56, -0.58, -0.21, 0.33, 0.37, -0.81, -0.85, -0.16, 0.30, 0.83, -0.63, 0.95, 0.06, -0.94, -1.03, -0.25, 1.63, 0.30, 0.03, 0.26, -0.89, -0.19, 0.86, -0.35, 0.36, 0.41, 1.00, 0.33, 1.00, 0.25, 0.92, 0.32, -0.86, -0.93, -1.05, -1.06, 0.21, -0.64, 1.03, 0.08, -0.33, -0.65, -0.93, -1.13, 0.30, 1.06, 1.24, 0.31, 0.34, 0.30, 0.83, 0.82, 1.06, -1.09, 1.05, -0.07, -0.99, -1.17, 1.04, -0.87, 0.92, 0.39, 0.36, 0.15, 0.35, 0.35, 0.43, 0.36, 0.32, 0.66, 0.36, 0.33, 0.37, 0.49, 0.51, 0.72, 0.46, 0.43, 0.42, 0.25, 0.28, 0.94, 0.52, 0.74, 0.26, 0.44, 0.63, 0.36, 0.36, 0.47, 0.44, 0.30, 0.37, 0.44, 0.34, 0.44, 0.96, 0.32, 0.14], "largest_force_ev_per_a": 2.04, "orbital_gap_ev": 7.0, "e_tot_ev": -197216.6600, "total_charge": 1}